No. 1
ORCA calculation (the ωB97M-V functional and the def2-TZVPD basis) on one molecule with the formula CH4NO3P at a distorted geometry.

Geometry as XYZ:
```
10
CH4NO3P the ωB97M-V functional and the def2-TZVPD basis
C 0.25760 -0.93776 0.12533
N -0.86112 -0.95852 0.71565
O 1.37396 1.22035 -1.70087
O -0.75513 1.44751 -0.30242
O 1.61454 0.66132 0.88952
P 0.88470 0.75856 -0.42424
H 0.96275 -1.69663 0.14780
H -1.32179 -0.08842 0.48853
H -1.04578 1.37516 -1.17689
H -1.10973 -1.78158 1.23759
```

For the HOMO energy, the calculation gives -10.34 eV. Its energy is -662.361177 hartree. As for the HOMO-LUMO gap: 10.30 eV. The net charge is 0. The value obtained for the LUMO energy is 0.0 eV.

=====

No. 2
ORCA calculation (the ωB97M-V functional and the def2-TZVPD basis) on an isolated ion of composition C4H4NO2 and charge +1 at a distorted geometry.

Geometry as XYZ:
```
11
C4H4NO2 the ωB97M-V functional and the def2-TZVPD basis
C 0.07213 1.41032 -0.03607
C 1.03423 0.47967 -0.01059
C -1.25755 0.94381 0.01899
C 0.66014 -0.93471 0.09490
N -0.76808 -1.03661 -0.08360
O -2.39603 1.09816 0.03435
O -1.61327 -1.88596 -0.05809
H 0.29920 2.54130 -0.19143
H 2.15087 0.60037 -0.05117
H 1.03315 -1.68684 -0.69432
H 0.78521 -1.52950 0.97702
```

For the HOMO energy (alpha / beta), the calculation gives -14.98 / -14.98 eV. Its energy is -359.624367 hartree. As for the HOMO-LUMO gap (alpha / beta): 8.40 / 8.40 eV. The net charge is +1. The value obtained for the LUMO energy (alpha / beta) is -6.6 / -6.6 eV.

=====

No. 3
ORCA calculation (the ωB97M-V functional and the def2-TZVPD basis) on C15H26ClHfN5O10 as an isolated structure at a distorted geometry.

Geometry as XYZ:
```
58
C15H26ClHfN5O10 the ωB97M-V functional and the def2-TZVPD basis
C -2.17176 -5.11947 0.00772
C -0.89940 -4.68060 0.85714
N -0.38300 -3.35785 0.38674
C -0.05320 -2.97091 -0.89282
C 0.40034 -1.68279 -0.74599
N 0.31834 -1.24513 0.55283
C -0.07730 -2.35351 1.29704
C 0.69954 0.01313 1.17631
H -2.66418 -4.25382 -0.43530
H -2.84226 -5.76219 0.57819
H -1.82847 -5.70456 -0.84546
H -0.11291 -5.41882 1.01388
H -1.29170 -4.52942 1.86280
H -0.21181 -3.63659 -1.72835
H 0.87898 -1.02213 -1.45367
H -0.11745 -2.37648 2.37605
H 0.64685 0.04460 2.26458
H 0.07299 0.79316 0.74379
H 1.70652 0.24228 0.82763
Hf 2.67405 2.44182 -3.76807
Cl 1.02580 1.72200 -1.15314
O 1.96361 1.72257 -0.06184
O 0.88447 0.39467 -1.64125
O -0.21543 2.33239 -0.80622
O 1.68220 2.37871 -2.23719
C 3.20451 1.08242 1.88342
N 3.62760 1.35517 3.29619
O 4.79531 1.78700 3.51072
O 2.85011 1.04165 4.21144
H 2.50158 1.84015 1.53726
H 2.80491 0.08041 1.72724
H 4.08902 1.07602 1.24647
C -1.94765 3.83783 -0.43924
N -1.75241 3.59148 1.01118
O -1.07726 2.63758 1.35789
O -2.34611 4.33451 1.82251
H -1.06382 4.22333 -0.94750
H -2.76846 4.54990 -0.52491
H -2.17989 2.84819 -0.83265
C 4.32517 0.41427 -0.67960
N 4.45163 0.67538 -2.16261
O 5.34026 0.08136 -2.78312
O 3.59937 1.47528 -2.61638
H 3.55667 1.12745 -0.38149
H 5.25346 0.55955 -0.12710
H 3.89892 -0.58276 -0.56842
C -4.27514 -0.00780 -1.71601
C -4.62929 -0.26801 -0.39787
C -3.82656 0.12619 0.68100
C -2.61210 0.72979 0.45309
C -2.23983 0.91471 -0.89179
C -3.07077 0.61928 -1.93895
H -4.87591 -0.38015 -2.53262
H -5.58668 -0.73224 -0.21267
H -4.09636 -0.12952 1.69501
H -1.91558 0.95741 1.24646
H -1.28218 1.35576 -1.12584
H -2.83762 0.80738 -2.97656
```

For the HOMO energy, the calculation gives -19.62 eV. Its energy is -2118.801623 hartree. As for the HOMO-LUMO gap: 1.90 eV. The net charge is +4. The value obtained for the LUMO energy is -17.7 eV.